Below is a cluster of 2 separate species, C4H9NO in total, with properties calculated with wB97M-V/def2-TZVPD.

```
15
C4H9NO, DFT wB97M-V/def2-TZVPD
O 0.03114 1.10917 1.47635
N -1.05912 -0.41786 0.16310
C 2.68810 0.84453 -0.56032
C -1.03138 0.36187 1.15603
C -2.27057 -1.17566 -0.05766
C 1.72692 0.11071 -1.11665
H 3.45758 0.39845 0.06525
H -2.03224 -2.24482 -0.07930
H 2.74557 1.92023 -0.71077
H 0.73067 0.91435 0.82131
H -2.69517 -0.91872 -1.03462
H 0.94887 0.54947 -1.73543
H 1.65680 -0.96235 -0.96191
H -3.04403 -1.01002 0.70977
H -1.85314 0.52066 1.86484
```

structure (SMILES) = C/N=C/O.C=C
F_max = 0.5 eV/A
2S+1 = 1
HOMO energy = -0.3582 Eh
energy above the lowest of the compared OMol25 structures with the same formula, charge and spin = 199.0 kJ/mol

---

Below is a cluster of 10 separate species, C26H67ClN7O10 in total, with properties calculated with wB97M-V/def2-TZVPD.

```
111
C26H67ClN7O10, DFT wB97M-V/def2-TZVPD
Cl -2.08781 -2.26159 0.31571
O 1.86363 2.69331 0.10383
O 6.14133 2.50574 -3.18800
O 4.53269 2.63690 1.08821
O -0.84354 -2.86881 0.64508
O 1.80965 -0.44680 2.74857
O -2.92486 -2.32014 1.46908
O -1.86307 -0.89705 -0.04357
O -2.70393 -2.96509 -0.75162
O 3.35581 2.50257 -4.18627
O 3.38366 -1.18388 -0.07609
N -2.55487 3.04015 -2.35348
N 0.90073 -2.70109 -3.72715
N -0.56196 -1.88011 3.48861
N 3.07048 -2.86312 -2.15399
N 0.93450 0.20573 0.18247
N 3.03549 2.04713 3.09720
N -2.41306 -0.36241 4.92399
C -3.25577 2.13945 -1.39322
C 3.84053 -1.32175 1.26123
C -0.94447 -0.62282 6.94379
C 1.31406 -3.53800 -4.88367
C -0.71082 2.99150 -4.07056
C -1.49164 2.23274 -3.05254
C 4.34204 2.77820 -0.12593
C 0.98980 -0.32990 -2.97408
C 0.36203 -3.47987 -6.04397
C 2.59384 2.69371 -2.10399
C 2.82021 2.73969 -0.67097
C -2.35829 -0.46706 6.38623
C -0.40347 -3.08498 -3.09895
C -0.24779 -4.43022 -2.37908
C -4.29898 -2.16950 4.75599
C 3.67383 2.62898 -2.95066
C -3.78580 -0.72333 4.47836
C 5.11877 2.68958 -2.44167
C -2.01815 1.17795 2.99312
C -2.12683 1.01812 4.50735
C -1.25424 4.37172 -0.62491
C -4.67155 2.64162 -1.19479
C 5.40290 2.74705 -1.12684
C 2.72365 -1.46087 2.39071
C 0.92152 -1.30692 -4.16154
C -2.21357 4.38700 -1.82931
H 3.04505 -2.28758 -1.31078
H 1.59568 2.55556 -2.49178
H 0.43617 -2.54343 -6.59732
H -1.65290 3.78753 0.20496
H -1.74618 2.20902 2.76582
H 1.03782 -0.07036 1.15402
H -3.24753 1.10414 -1.73486
H 2.57286 1.14801 2.97112
H -2.95282 1.00939 2.45921
H -0.86134 -0.31825 7.98672
H 1.44756 -4.57538 -4.57527
H -0.65359 -3.47336 -5.64780
H -5.27442 1.96418 -0.58598
H 0.00017 3.63646 -3.55435
H -1.19489 -1.29913 4.03721
H -3.78367 -0.68759 3.38894
H 0.08647 -1.00786 -4.79762
H -1.24385 -3.06158 -3.79473
H -0.94301 -1.99585 2.55645
H -4.79587 3.51647 -0.55540
H 0.32687 -1.41303 3.32431
H 3.25891 -1.76840 3.29391
H -1.15456 1.27699 4.92788
H -5.35453 -2.34748 4.55433
H 3.58291 2.23026 2.25055
H 6.44066 2.74929 -0.82793
H -1.22780 0.52720 2.61952
H 0.08776 -0.36806 -2.36381
H 0.00744 -0.02711 -0.14828
H 1.08772 0.66753 -3.40306
H -0.14564 2.33492 -4.73205
H -1.06548 5.36549 -0.21783
H -4.21419 -2.45853 5.80456
H 1.70466 -0.31405 -0.23368
H 0.48148 -4.38107 -1.57089
H -5.22444 2.71806 -2.13083
H 4.54029 -0.49884 1.42529
H -1.22575 -4.70654 -1.98445
H -4.48606 0.03215 4.83989
H -2.95299 -1.27032 6.82024
H -0.74265 -2.35358 -2.36538
H 2.38264 2.80519 3.24243
H 1.82391 -1.15403 -4.75471
H -3.13171 4.90386 -1.54916
H -3.63386 -2.83725 4.20824
H -0.30872 3.93109 -0.94198
H 3.79538 -2.45663 -2.73120
H 1.88420 -0.50264 -2.37542
H -0.40569 -2.77994 3.92183
H 0.50666 -4.29784 -6.74938
H 3.65056 2.01770 3.89922
H 2.27033 -3.20305 -5.28758
H 1.18872 1.19126 0.15337
H -1.82956 1.36076 -3.61450
H 3.33067 -3.81858 -1.94762
H 0.00081 -5.23884 -3.06729
H 4.46567 -2.21722 1.30919
H -0.81287 1.82578 -2.29994
H -1.41452 3.52840 -4.70787
H -0.60039 -1.64719 6.80037
H 2.17599 -2.92430 -2.64764
H -1.76918 4.90895 -2.67672
H -2.80349 1.99950 -0.40867
H -2.80457 0.42962 6.82232
H -0.27053 0.03257 6.39094
H 2.16571 -2.37371 2.16246
H -2.84913 1.72774 4.91581
```

charge = -1
F_max = 5.7 eV/A
2S+1 = 1
HOMO energy = -0.1196 Eh

---

What is the formula in the second record? C26H67ClN7O10

---

2S+1 of number 1 (C4H9NO)? 1

---

Repeat the first record exactly.
Below is a cluster of 2 separate species, C4H9NO in total, with properties calculated with wB97M-V/def2-TZVPD.

```
15
C4H9NO, DFT wB97M-V/def2-TZVPD
O 0.03114 1.10917 1.47635
N -1.05912 -0.41786 0.16310
C 2.68810 0.84453 -0.56032
C -1.03138 0.36187 1.15603
C -2.27057 -1.17566 -0.05766
C 1.72692 0.11071 -1.11665
H 3.45758 0.39845 0.06525
H -2.03224 -2.24482 -0.07930
H 2.74557 1.92023 -0.71077
H 0.73067 0.91435 0.82131
H -2.69517 -0.91872 -1.03462
H 0.94887 0.54947 -1.73543
H 1.65680 -0.96235 -0.96191
H -3.04403 -1.01002 0.70977
H -1.85314 0.52066 1.86484
```

structure (SMILES) = C/N=C/O.C=C
F_max = 0.5 eV/A
2S+1 = 1
HOMO energy = -0.3582 Eh
energy above the lowest of the compared OMol25 structures with the same formula, charge and spin = 199.0 kJ/mol